Molecular formula: C33H53N2O2P2Sn
Method: DFT, wB97M-V/def2-TZVPD

Values from the calculation:
* molar mass: 690.5 g mol⁻¹
* total charge: +1
* frontier orbital gap (spin up / spin down): 3.918 / 3.918 eV
* energy relative to the best compared isomer or geometry (same formula, charge and spin): 0.7297 eV
* HOMO level (spin up / spin down): -6.98 / -6.98 eV

The geometry in XYZ format:
```
93
Properties=species:S:1:pos:R:3:forces:R:3:mulliken_charge:R:1
H -4.07107 3.31435 2.36103 0.2 0.0 -0.2 0.512
H 5.39153 1.01265 1.30543 0.0 0.2 0.1 0.430
H 2.24216 -4.93041 0.35852 0.2 0.2 0.2 0.239
C 3.97767 -0.18734 0.23967 -1.1 -0.6 -0.4 -0.818
N -0.17603 0.34585 -1.84343 0.3 0.8 -3.2 -0.464
H -1.26210 1.41209 3.83584 -0.2 0.2 -0.2 0.322
O -0.85830 -0.90477 2.51407 -2.1 -0.8 1.9 -0.570
C -1.61958 -3.92441 -0.73701 0.0 -0.1 -0.1 -1.359
C 1.93775 2.08884 -5.70216 -0.3 -0.2 -0.2 -0.898
C -3.29211 3.14287 1.60043 -0.1 0.0 0.3 -1.781
H -3.25491 4.03191 0.95791 0.0 -0.3 0.2 0.296
H -1.40342 -2.58521 4.30757 0.2 -0.2 0.1 0.282
C -2.21571 -1.60605 2.62635 1.8 1.2 -0.6 -0.640
H -1.11966 -1.87738 -2.48426 0.0 -0.1 0.1 0.072
C 2.51766 -4.14790 1.07337 0.0 -0.4 0.2 -1.779
C -0.24687 -3.50798 -1.29982 0.7 -0.2 0.5 1.830
H -2.25059 -3.05199 -0.50717 0.2 -0.3 -0.1 -0.010
H -2.70691 3.53532 -1.01917 0.4 -0.2 -0.2 0.311
H -0.98274 -3.42140 -3.32379 0.2 0.1 0.2 0.672
H 0.46255 -2.42418 -3.07455 -0.1 -0.1 0.0 0.348
C 1.32579 -3.27781 1.47795 0.1 -0.3 -0.6 2.232
C 2.09896 -1.60861 -0.80764 0.4 0.0 -0.2 -1.615
C 0.96097 2.34392 1.78450 0.1 -0.4 0.2 -1.802
H 1.41048 1.86743 -7.77957 -0.1 -0.1 0.3 0.401
P 0.59805 -2.35679 -0.03199 0.9 -2.3 0.1 0.914
H 1.20148 3.16603 2.45304 0.2 -0.1 -0.1 0.231
C -0.70016 4.99897 0.03361 0.1 0.4 -0.7 -1.897
H 2.15879 2.07222 -3.52235 -0.2 -0.1 -0.5 0.441
H -1.26099 4.94809 2.45097 -0.1 -0.2 0.2 0.297
H -2.83186 2.13338 4.16570 0.1 0.0 -0.2 0.701
C -2.19384 1.74700 3.35559 -0.2 -0.1 0.1 -1.980
C -1.73047 3.20196 -1.40116 0.1 0.4 -0.2 -1.584
C 0.79220 3.36584 -1.08913 0.0 0.1 0.1 -1.059
H -2.13408 -4.51479 -1.51262 0.1 0.1 0.3 0.561
C -0.58343 3.53740 -0.42809 -0.6 0.4 0.9 2.088
H -0.67455 -3.55805 2.33943 0.4 -0.3 -0.1 0.063
H 1.07175 -1.54675 2.79477 0.4 -0.2 -0.1 -0.088
H 3.33756 -3.55069 0.65745 -0.1 -0.2 0.2 0.316
C -0.00983 0.79418 -6.56362 0.4 0.3 0.0 -0.823
H -2.98748 -0.89530 2.30993 0.1 -0.2 0.2 0.416
C 3.37566 1.65092 1.72131 0.7 -0.2 -0.2 -1.170
C -2.78410 -0.51446 -0.30789 -3.5 -0.3 -3.8 0.141
H 1.83913 -1.26829 -1.82738 0.1 -0.1 0.5 0.507
H 3.60684 2.48994 2.38552 0.2 -0.4 -0.3 0.509
H -1.53226 3.73762 -2.34262 -0.2 -0.1 0.1 0.519
C -0.36351 0.45691 -5.26835 0.3 0.2 0.2 -0.350
H -2.22821 4.36934 3.81796 0.2 0.0 -0.1 0.542
C 1.59059 1.75340 -4.40404 -0.3 -0.3 -0.1 -0.220
H -0.86617 -0.34822 3.32290 0.4 -0.3 -0.7 0.081
H -3.16127 -2.58927 4.27294 -0.2 -0.1 0.1 0.424
H -1.69625 5.26551 0.41872 0.4 -0.2 -0.1 0.322
H 2.82439 2.71446 -5.87036 -0.5 -0.4 -0.2 0.416
C -1.45279 4.08311 3.09133 -0.3 0.3 0.2 -1.795
H -2.19999 -2.42833 1.90441 0.1 0.1 0.2 0.514
H 2.12138 -2.81261 3.42693 0.0 0.0 -0.2 0.617
H -3.61593 2.28432 0.99236 0.1 0.2 0.1 0.229
H 1.63410 -4.47993 -1.90198 -0.3 -0.1 0.2 0.303
C 1.84342 -2.26918 2.51257 -0.2 0.4 0.1 -1.525
H -2.74190 0.90304 2.92117 0.3 0.2 0.1 0.089
H -0.05301 -4.99909 1.47318 0.1 0.3 0.2 0.275
H -0.62439 0.42701 -7.39567 0.5 0.3 0.3 0.412
H 0.66763 -5.44456 -0.72459 0.0 0.4 -0.3 0.323
H 1.57596 3.84188 -0.48536 -0.2 -0.2 -0.2 0.302
C 0.61608 -4.75044 -1.57882 -0.3 -0.3 -0.5 -1.848
C -0.47573 -2.75002 -2.61376 0.0 -0.1 -0.1 -1.799
H -1.53599 -4.55125 0.16010 -0.1 0.2 -0.3 0.287
H 2.72816 -1.73350 2.15248 -0.1 -0.1 0.1 0.396
H -0.52156 5.62522 -0.85972 -0.1 0.0 0.3 0.506
H -1.23089 -0.16018 -5.00537 0.4 0.3 -0.3 0.462
P -0.66402 2.33078 1.04668 0.8 2.2 0.0 1.033
H 2.87878 -4.63400 1.99393 0.1 0.0 -0.3 0.541
H 2.86182 -2.39320 -0.92210 0.0 0.5 0.0 0.781
H 0.07116 5.25682 0.77570 -0.3 -0.1 -0.2 0.387
C 0.09324 0.60941 -2.94197 -0.6 -0.7 3.2 1.214
H 0.14972 -5.31185 -2.41038 0.2 0.1 0.3 0.525
H 0.78533 3.83173 -2.08291 -0.1 0.1 0.1 0.670
C 0.44648 0.94885 -4.22850 0.4 0.3 -1.3 -0.154
H -0.53802 3.84077 3.64180 -0.2 0.1 0.0 0.361
H -1.79749 2.13685 -1.64242 0.0 0.2 0.1 0.079
C -2.27689 -2.00232 4.05875 -0.6 -0.5 0.1 -1.420
C 2.00267 1.45942 1.39859 -1.4 0.3 -0.4 0.510
C 1.13343 1.60363 -6.75757 0.0 0.0 -0.1 -0.306
H 0.61116 -4.54574 3.06049 -0.1 0.1 -0.3 0.547
O -3.90355 -0.62213 -0.51362 0.9 0.1 1.7 -0.268
C -1.96237 2.86235 2.32614 0.4 0.1 -0.4 2.040
C 4.33884 0.85665 1.12127 -0.7 0.4 0.2 -0.844
Sn -0.46811 -0.07084 0.27256 -0.1 0.2 2.7 0.607
H 4.68820 -0.83522 -0.27044 0.0 0.3 0.3 0.516
C 2.61972 -0.42860 0.03928 0.8 0.1 0.0 0.169
H 1.05876 2.32052 -1.22200 0.1 0.0 0.1 -0.348
H -2.29608 -1.12493 4.68998 -0.1 0.3 0.2 0.383
N 1.68378 0.37052 0.59480 0.6 0.2 -0.2 1.394
C 0.22540 -4.14529 2.10836 0.1 0.0 0.2 -1.690
```
Positions in Å, forces in eV/Å.